No. 1
DFT (ωB97M-V/def2-TZVPD) results for a structure of composition C24H52NO16S in a non-equilibrium geometry.

- frontier orbital gap (eV) = 5.3
- HOMO energy (eV) = -3.38
- E_LUMO (Ha) = 0.072

```
! wB97M-V def2-TZVPD RIJCOSX def2/J DEFGRID3
* xyz -1 1
N 1.50 -0.37 0.05
H 1.17 0.17 0.82
H 2.52 -0.21 -0.19
H 0.71 -0.25 -0.60
H 1.47 -1.32 0.22
S 2.17 -2.66 -0.77
O 0.92 -2.15 -0.34
O 2.11 -4.11 -0.55
O 2.31 -2.45 -2.21
O 3.19 -2.10 -0.02
O 2.16 2.07 -0.01
C 1.63 2.29 -1.14
O 1.25 3.39 -1.45
C 1.42 4.70 -0.96
C 1.64 5.63 -2.04
C 1.25 0.98 -1.88
H 2.32 4.54 -0.53
H 0.56 4.91 -0.37
H 0.71 5.79 -2.60
H 2.32 5.29 -2.81
H 1.86 6.70 -1.56
H 2.04 0.43 -1.61
H 1.32 1.47 -2.86
H 0.25 0.63 -1.61
O -2.43 -1.60 1.43
C -2.91 -2.39 0.51
O -4.19 -2.62 0.41
C -5.15 -2.00 1.12
C -6.54 -2.63 0.85
C -1.95 -3.08 -0.45
H -5.18 -0.97 0.87
H -5.01 -2.07 2.18
H -6.99 -2.47 -0.19
H -7.40 -2.40 1.75
H -6.17 -3.67 0.97
H -1.00 -2.36 -0.47
H -2.23 -3.23 -1.51
H -1.66 -4.06 -0.07
O -0.83 -4.48 -3.73
C -1.02 -3.22 -3.97
O -1.49 -2.66 -5.08
C -1.82 -3.40 -6.26
C -2.53 -2.47 -7.22
C -1.03 -2.26 -2.77
H -2.31 -4.29 -5.81
H -0.89 -3.83 -6.56
H -3.28 -2.05 -6.64
H -3.22 -2.93 -7.89
H -1.89 -1.81 -7.63
H -0.76 -2.69 -1.90
H -1.79 -1.46 -2.92
H -0.04 -1.57 -2.85
O 3.72 0.76 1.70
C 4.54 1.27 0.91
O 4.79 2.61 1.02
C 4.16 3.35 2.02
C 2.72 3.67 1.59
C 5.27 0.64 -0.27
H 4.82 4.46 2.03
H 4.40 2.78 3.01
H 2.51 3.83 0.59
H 2.50 4.53 2.37
H 2.12 2.94 1.93
H 6.30 0.73 -0.26
H 4.80 1.17 -1.09
H 4.99 -0.34 -0.31
O -0.62 1.87 0.08
C -1.76 2.22 0.41
O -2.05 3.37 1.04
C -1.03 4.34 1.10
C -1.60 5.67 1.60
C -3.02 1.24 0.17
H -0.43 4.42 0.20
H -0.16 4.11 1.88
H -1.01 6.59 1.42
H -2.15 5.66 2.56
H -2.44 5.83 0.94
H -2.88 0.42 -0.33
H -3.86 1.82 -0.14
H -3.49 0.86 1.11
O 1.86 -1.73 2.71
C 1.44 -1.70 3.88
O 0.74 -2.60 4.62
C 0.18 -3.69 3.85
C -0.23 -4.90 4.79
C 2.02 -0.64 4.82
H 0.87 -4.12 3.27
H -0.67 -3.37 3.31
H -1.12 -4.54 5.39
H 0.59 -5.06 5.39
H -0.23 -5.75 4.19
H 2.74 -0.05 4.40
H 2.50 -1.17 5.63
H 1.09 -0.18 5.31
*
```

No. 2
DFT (ωB97M-V/def2-TZVPD) results for a structure of composition C37H68BCl3CrN10O3Si in a non-equilibrium geometry.

- frontier orbital gap (spin up / spin down) (eV) = 6.5 / 7.2
- HOMO energy (spin up / spin down) (eV) = -6.93 / -7.72
- ⟨S²⟩ = 6.018
- E_LUMO (spin up / spin down) (Ha) = -0.017 / -0.017

```
! wB97M-V def2-TZVPD RIJCOSX def2/J DEFGRID3
* xyz 0 5
Cr -0.63 -0.04 1.17
C -0.26 4.57 -1.02
C -0.96 3.22 -0.91
C -2.21 3.15 -1.79
C -0.05 2.08 -1.25
C 1.04 2.09 -2.14
C 1.46 0.77 -2.23
C 2.65 0.25 -2.98
C 3.93 0.46 -2.16
C 2.79 0.93 -4.34
N 0.65 0.04 -1.44
N -0.25 0.83 -0.81
B 0.24 -1.46 -1.56
N 0.41 -2.25 -0.21
N -0.53 -2.13 0.77
C -0.54 -3.28 1.45
C 0.48 -4.10 0.96
C 1.07 -3.42 -0.07
C 2.26 -3.95 -0.83
C 1.86 -4.67 -2.12
C 3.34 -2.90 -1.06
C -1.54 -3.80 2.45
C -2.82 -2.98 2.51
C -0.94 -4.07 3.83
N -1.24 -1.44 -2.06
N -2.28 -0.99 -1.30
C -3.37 -1.04 -2.06
C -3.05 -1.56 -3.32
C -1.69 -1.78 -3.30
C -0.91 -2.08 -4.55
C -0.14 -0.83 -4.99
C 0.02 -3.29 -4.54
C -4.72 -0.49 -1.65
C -5.31 -1.23 -0.45
C -5.70 -0.53 -2.82
H -0.95 5.36 -0.71
H 0.06 4.78 -2.04
H 0.60 4.61 -0.36
H -1.26 3.08 0.13
H -1.95 3.35 -2.84
H -2.95 3.88 -1.47
H -2.65 2.15 -1.74
H 1.45 2.94 -2.64
H 2.52 -0.82 -3.15
H 4.06 1.52 -1.93
H 4.80 0.12 -2.74
H 3.91 -0.11 -1.23
H 2.94 2.00 -4.23
H 1.90 0.77 -4.95
H 3.65 0.52 -4.87
H 0.91 -1.99 -2.39
H 0.74 -5.08 1.33
H 2.69 -4.71 -0.16
H 1.39 -3.98 -2.81
H 1.15 -5.47 -1.90
H 2.74 -5.11 -2.60
H 3.02 -2.17 -1.80
H 4.26 -3.37 -1.41
H 3.56 -2.38 -0.13
H -1.81 -4.79 2.04
H -2.61 -1.95 2.81
H -3.52 -3.42 3.22
H -3.28 -2.97 1.53
H -0.87 -3.15 4.41
H 0.07 -4.49 3.74
H -1.56 -4.77 4.38
H -3.71 -1.75 -4.15
H -1.68 -2.28 -5.30
H 0.59 -0.55 -4.23
H -0.82 0.01 -5.14
H 0.38 -1.02 -5.93
H 0.95 -3.07 -4.03
H 0.26 -3.57 -5.56
H -0.45 -4.15 -4.06
H -4.57 0.55 -1.35
H -5.37 -2.30 -0.65
H -6.33 -0.87 -0.25
H -4.70 -1.06 0.43
H -5.94 -1.56 -3.08
H -5.29 -0.04 -3.70
H -6.63 -0.03 -2.54
N 1.86 -0.01 1.19
C 2.27 1.38 1.31
C 3.29 1.62 2.41
C 4.73 1.22 2.13
C 5.62 1.73 3.26
N 5.66 3.20 3.29
C 4.62 3.96 3.64
N 4.55 5.21 3.16
N 3.79 3.60 4.62
C 1.08 2.34 1.64
O 1.37 3.52 1.84
O -0.08 1.84 1.66
H 2.05 -0.52 2.04
H 2.32 -0.49 0.43
H 2.66 1.74 0.35
H 2.93 1.13 3.32
H 3.25 2.70 2.57
H 5.06 1.66 1.18
H 4.83 0.13 2.06
H 6.64 1.38 3.14
H 5.25 1.36 4.23
H 6.24 3.60 2.57
H 4.97 5.40 2.27
H 3.68 5.70 3.32
H 3.77 2.61 4.86
H 2.86 4.00 4.60
C -5.32 1.72 3.23
C -4.65 2.93 2.57
C -3.75 2.23 1.55
O -3.34 1.00 2.14
C -4.18 0.71 3.27
H -6.14 1.36 2.60
H -5.71 1.94 4.22
H -4.05 3.47 3.29
H -5.35 3.61 2.09
H -2.86 2.81 1.30
H -4.31 2.03 0.63
H -3.60 0.82 4.18
H -4.53 -0.32 3.19
Cl 0.47 1.45 4.59
Si -0.39 -0.23 3.61
Cl -1.64 -0.77 5.24
Cl 1.34 -1.55 4.04
*
```

No. 3
DFT (ωB97M-V/def2-TZVPD) results for a cluster of 2 separate species, C10H11PS2 in total in a non-equilibrium geometry.

- frontier orbital gap (eV) = 9.3
- HOMO energy (eV) = -8.58
- SMILES string = c1csc(Pc2cccs2)c1.C=C
- E_LUMO (Ha) = 0.025

```
! wB97M-V def2-TZVPD RIJCOSX def2/J DEFGRID3
* xyz 0 1
C -0.55 -3.83 2.09
C 0.07 -3.16 3.13
S 0.48 -1.53 2.72
C -0.27 -1.78 1.18
P -0.67 -0.42 -0.05
C 1.03 0.39 -0.25
C 2.01 0.08 -1.14
C 3.05 1.08 -0.91
C 2.99 1.91 0.17
S 1.40 1.70 0.88
C -0.79 -3.07 1.01
H -0.86 -4.82 2.20
H 0.31 -3.58 4.07
H -1.18 0.38 1.03
H 2.05 -0.47 -2.01
H 3.83 1.04 -1.60
H 3.47 2.88 0.31
H -1.25 -3.47 0.15
C -2.32 2.84 -2.80
C -2.66 2.76 -1.51
H -1.32 2.59 -3.11
H -3.06 3.08 -3.58
H -3.78 2.65 -1.31
H -1.96 2.77 -0.68
*
```

No. 4
DFT (ωB97M-V/def2-TZVPD) results for a cluster of 3 separate species, C4H11NS in total in a non-equilibrium geometry.

- frontier orbital gap (eV) = 4.3
- HOMO energy (eV) = -7.77
- E_LUMO (Ha) = -0.128

```
! wB97M-V def2-TZVPD RIJCOSX def2/J DEFGRID3
* xyz 0 1
C 0.81 1.63 0.27
C 1.28 1.19 -1.25
C 1.45 0.30 -0.02
S -1.08 0.14 2.00
C -1.05 -1.85 -1.21
N 0.06 -1.20 -1.85
H 1.38 2.35 0.89
H -0.27 1.70 0.31
H 0.42 1.03 -1.90
H 2.15 1.64 -1.70
H 0.82 -0.46 0.40
H 2.49 0.03 0.15
H -2.16 -0.40 1.78
H -1.12 -2.85 -1.66
H -1.98 -1.29 -1.19
H 0.52 -1.76 -2.50
H -0.33 -1.59 -0.40
*
```

No. 5
DFT (ωB97M-V/def2-TZVPD) results for a cluster of 15 separate species, C45H90O45 in total in a non-equilibrium geometry.

- frontier orbital gap (eV) = 10.4
- HOMO energy (eV) = -10.35
- E_LUMO (Ha) = 0.002

```
! wB97M-V def2-TZVPD RIJCOSX def2/J DEFGRID3
* xyz 0 1
C -9.07 1.64 -1.52
O -8.11 0.58 -1.73
C -6.86 0.87 -1.92
O -6.41 1.96 -1.66
O -6.15 -0.28 -2.15
C -4.71 -0.36 -2.09
H -9.80 1.18 -0.86
H -9.69 1.90 -2.38
H -8.54 2.50 -1.10
H -4.20 0.35 -2.74
H -4.43 -1.40 -2.30
H -4.40 -0.21 -1.06
C -3.91 0.79 3.90
O -5.25 0.70 3.44
C -5.90 -0.47 3.69
O -5.43 -1.47 4.20
O -7.21 -0.19 3.42
C -8.32 -1.15 3.55
H -3.54 1.79 3.68
H -3.24 0.14 3.34
H -3.91 0.55 4.97
H -8.45 -1.34 4.61
H -8.09 -2.16 3.19
H -9.26 -0.79 3.14
C 4.04 -9.21 -3.43
O 4.29 -10.62 -3.23
C 4.49 -11.16 -2.01
O 4.24 -10.48 -1.02
O 4.88 -12.40 -2.13
C 5.01 -13.17 -0.93
H 4.20 -8.96 -4.48
H 4.73 -8.57 -2.89
H 3.06 -8.78 -3.21
H 5.22 -14.16 -1.35
H 4.03 -13.33 -0.49
H 5.72 -12.93 -0.14
C 2.00 0.71 4.88
O 1.60 2.12 5.03
C 0.70 2.48 5.98
O 0.31 1.84 6.92
O 0.36 3.72 5.69
C -0.54 4.36 6.54
H 2.41 0.55 3.88
H 1.26 -0.03 5.20
H 2.85 0.58 5.54
H -1.58 4.06 6.38
H -0.57 5.37 6.15
H -0.22 4.41 7.58
C 5.23 -1.20 -0.55
O 5.02 -1.70 0.78
C 4.83 -3.08 0.98
O 4.81 -3.88 0.07
O 4.80 -3.28 2.34
C 4.47 -4.59 2.83
H 6.25 -1.28 -0.91
H 5.04 -0.13 -0.58
H 4.52 -1.64 -1.25
H 4.01 -4.54 3.81
H 5.42 -5.12 2.89
H 3.77 -5.11 2.17
C -3.27 -5.83 1.18
O -3.09 -7.24 1.23
C -2.18 -7.82 0.44
O -1.47 -7.23 -0.33
O -2.08 -9.09 0.70
C -1.09 -9.83 0.13
H -2.35 -5.28 0.98
H -3.70 -5.64 2.16
H -3.99 -5.53 0.42
H -0.16 -9.49 0.60
H -0.99 -9.64 -0.94
H -1.30 -10.87 0.40
C -0.73 -3.58 5.73
O -0.06 -3.24 6.92
C -0.56 -3.42 8.05
O -1.52 -4.08 8.38
O 0.24 -2.78 8.87
C 0.00 -2.59 10.26
H -1.54 -4.30 5.85
H 0.03 -4.11 5.15
H -1.06 -2.69 5.20
H 0.25 -3.50 10.81
H -1.00 -2.19 10.44
H 0.65 -1.81 10.65
C 8.71 4.55 6.68
O 7.59 4.75 5.81
C 7.33 3.84 4.89
O 7.98 2.79 4.79
O 6.48 4.42 4.09
C 6.03 3.68 3.01
H 8.69 3.61 7.24
H 8.66 5.36 7.41
H 9.68 4.52 6.18
H 5.23 4.25 2.54
H 5.48 2.83 3.42
H 6.79 3.48 2.25
C 3.45 7.62 6.03
O 3.05 7.33 4.70
C 3.15 8.35 3.71
O 3.58 9.48 3.85
O 2.70 7.70 2.61
C 2.65 8.39 1.38
H 2.64 7.59 6.76
H 3.92 8.60 6.08
H 4.22 6.91 6.34
H 2.08 9.31 1.55
H 2.14 7.68 0.73
H 3.65 8.40 0.96
C -1.97 -1.22 -7.95
O -1.73 -1.14 -9.31
C -2.22 -2.06 -10.15
O -3.04 -2.97 -9.88
O -1.69 -1.74 -11.42
C -2.02 -2.51 -12.58
H -1.88 -2.23 -7.55
H -3.03 -1.16 -7.73
H -1.39 -0.44 -7.45
H -1.07 -2.86 -12.98
H -2.61 -1.93 -13.29
H -2.67 -3.35 -12.34
C -1.46 -6.71 -7.71
O -2.65 -7.15 -7.18
C -3.43 -8.08 -7.96
O -2.99 -8.72 -8.87
O -4.72 -8.21 -7.47
C -5.77 -8.72 -8.26
H -1.22 -5.72 -7.30
H -1.44 -6.49 -8.78
H -0.56 -7.29 -7.51
H -5.55 -8.49 -9.30
H -6.73 -8.28 -7.99
H -5.79 -9.81 -8.17
C -2.60 10.03 4.08
O -3.34 8.90 3.64
C -3.02 8.25 2.45
O -2.13 8.60 1.62
O -4.03 7.25 2.25
C -3.96 6.33 1.16
H -3.07 10.62 4.86
H -2.42 10.75 3.29
H -1.62 9.69 4.42
H -4.21 6.84 0.23
H -4.73 5.57 1.26
H -3.07 5.71 1.11
C 4.43 4.11 -4.15
O 4.92 5.18 -3.30
C 6.24 5.36 -3.03
O 7.14 4.65 -3.44
O 6.34 6.31 -2.11
C 7.56 6.78 -1.64
H 5.28 3.59 -4.58
H 3.70 4.43 -4.89
H 3.88 3.52 -3.42
H 7.96 7.26 -2.54
H 8.14 5.96 -1.20
H 7.47 7.53 -0.86
C 0.81 1.53 -0.12
O 0.71 0.48 -1.05
C 0.41 -0.75 -0.65
O -0.02 -1.11 0.44
O 0.74 -1.52 -1.75
C 0.41 -2.93 -1.82
H -0.06 1.61 0.53
H 0.92 2.40 -0.78
H 1.68 1.43 0.52
H 1.09 -3.50 -1.18
H 0.51 -3.29 -2.85
H -0.64 -3.10 -1.62
C -4.01 5.35 -4.86
O -3.31 6.57 -4.56
C -2.13 6.54 -3.92
O -1.57 5.53 -3.45
O -1.55 7.71 -3.88
C -2.22 8.92 -4.23
H -3.25 4.64 -5.19
H -4.69 5.59 -5.67
H -4.54 4.94 -4.00
H -3.02 8.94 -3.49
H -2.79 8.72 -5.14
H -1.52 9.75 -4.34
*
```

No. 6
DFT (ωB97M-V/def2-TZVPD) results for the ion C8H15IN3S with charge +1 in a non-equilibrium geometry.

- frontier orbital gap (eV) = 6.5
- HOMO energy (eV) = -11.17
- SMILES string = CC[C@H](/N=C/C(=[NH2+])N(C)I)C(C)=S
- E_LUMO (Ha) = -0.172

```
! wB97M-V def2-TZVPD RIJCOSX def2/J DEFGRID3
* xyz 1 1
C -1.74 -2.41 -0.27
C -2.08 -1.12 0.49
C -1.45 0.27 -0.20
N -0.18 0.35 0.37
C 0.83 0.11 -0.34
C 2.17 0.15 0.16
N 2.08 0.26 1.50
N 3.24 0.09 -0.61
C 3.09 -0.10 -2.02
I 5.12 0.11 0.09
C -2.36 1.40 0.13
C -2.02 2.20 1.43
S -3.52 1.93 -0.74
H -1.26 -2.29 -1.21
H -1.02 -2.93 0.32
H -2.63 -3.06 -0.43
H -1.54 -1.22 1.48
H -3.10 -1.08 0.71
H -1.51 0.11 -1.35
H 0.74 -0.13 -1.46
H 1.24 0.38 2.09
H 2.96 0.15 2.08
H 2.14 0.39 -2.43
H 3.92 0.17 -2.58
H 2.78 -1.09 -2.30
H -2.90 2.37 2.07
H -1.74 3.23 1.05
H -1.24 1.77 1.97
*
```

No. 7
DFT (ωB97M-V/def2-TZVPD) results for the molecule C3H7N3O in a non-equilibrium geometry.

- frontier orbital gap (eV) = 10.4
- HOMO energy (eV) = -9.71
- SMILES string = [H]/N=C/NC(=O)NC
- E_LUMO (Ha) = 0.027

```
! wB97M-V def2-TZVPD RIJCOSX def2/J DEFGRID3
* xyz 0 1
H -3.29 0.90 -0.29
N -2.67 0.35 0.29
C -1.93 -0.28 -0.57
N -0.96 -0.98 0.19
C 0.21 -0.52 -0.40
O 0.17 -0.22 -1.61
N 0.91 0.14 0.60
C 2.27 0.43 0.22
H -2.10 -0.36 -1.66
H -1.11 -0.82 1.21
H 0.80 -0.12 1.59
H 2.25 0.75 -0.82
H 2.86 -0.49 0.34
H 2.60 1.21 0.91
*
```